[1]
C19H26ClN3O4S | wB97M-V/def2-TZVPD

```
54
Properties=species:S:1:pos:R:3
C -1.42 0.98 -2.64
C -0.76 1.76 -3.47
C 0.48 1.37 -4.23
N 1.20 0.26 -3.65
C 1.57 -0.81 -4.37
O 1.22 -0.98 -5.53
C 2.47 -1.85 -3.68
C 1.62 -3.05 -3.26
C 0.63 -2.69 -2.15
N 1.17 -1.64 -1.31
C 0.35 -0.97 -0.44
C -0.89 -1.52 -0.06
C -1.77 -0.84 0.75
C -1.45 0.42 1.22
S -2.57 1.35 2.24
O -2.72 2.67 1.71
O -3.75 0.57 2.49
N -1.64 1.49 3.65
C -2.07 2.58 4.51
C -1.06 2.70 5.65
O -0.95 1.49 6.37
C -0.56 0.43 5.53
C -1.55 0.25 4.37
C -0.25 1.01 0.86
C 0.63 0.33 0.03
Cl 2.03 1.22 -0.47
C 2.61 -1.72 -1.17
C 3.30 -1.36 -2.49
H -2.30 1.31 -2.12
H -1.11 -0.04 -2.45
H -1.10 2.76 -3.67
H 0.22 1.08 -5.25
H 1.15 2.24 -4.29
H 1.47 0.35 -2.68
H 3.14 -2.18 -4.48
H 1.07 -3.43 -4.12
H 2.29 -3.85 -2.93
H 0.40 -3.60 -1.57
H -0.30 -2.32 -2.59
H -1.15 -2.50 -0.41
H -2.72 -1.27 1.03
H -2.11 3.48 3.91
H -3.07 2.37 4.93
H -1.38 3.46 6.37
H -0.08 2.98 5.24
H -0.53 -0.46 6.16
H 0.44 0.63 5.11
H -1.20 -0.52 3.69
H -2.54 -0.05 4.76
H -0.04 2.01 1.19
H 2.87 -2.75 -0.88
H 2.95 -1.07 -0.36
H 4.28 -1.84 -2.51
H 3.47 -0.28 -2.55
```

Computed properties:
E_LUMO   0.015 hartree
Highest occupied orbital energy   -8.53 eV
Structure (SMILES)   C=CCNC(=O)C1CCN(c2ccc(S(=O)(=O)N3CCOCC3)cc2Cl)CC1
Electronic energy   -56142.2642 eV
HOMO-LUMO gap   9.0 eV
Charge   0

=====

[2]
C19H26ClN7O2 | wB97M-V/def2-TZVPD

```
55
Properties=species:S:1:pos:R:3
Cl 6.46 -2.07 -3.72
C 5.52 -1.33 -2.47
C 6.12 -0.95 -1.28
C 5.37 -0.36 -0.29
C 4.00 -0.13 -0.47
N 3.30 0.47 0.56
C 1.99 0.82 0.66
N 1.14 0.59 -0.33
C -0.12 0.98 -0.09
N -0.99 0.81 -1.10
C -2.41 0.92 -0.94
C -3.05 -0.47 -0.84
N -2.71 -1.28 -1.99
C -2.74 -2.71 -1.73
C -2.23 -3.45 -2.96
O -3.02 -3.17 -4.09
C -3.02 -1.78 -4.35
C -3.54 -0.99 -3.15
N -0.54 1.56 1.03
C 0.40 1.75 1.96
N 0.04 2.38 3.09
C 0.93 2.48 4.23
C 0.42 1.55 5.34
O -0.92 1.85 5.67
C -1.77 1.71 4.56
C -1.34 2.64 3.42
N 1.69 1.40 1.82
C 3.41 -0.51 -1.68
C 4.16 -1.10 -2.67
H 7.18 -1.13 -1.13
H 5.84 -0.07 0.63
H 3.84 0.72 1.38
H -0.67 0.22 -1.86
H -2.60 1.49 -0.03
H -2.82 1.47 -1.80
H -2.65 -0.96 0.05
H -4.14 -0.37 -0.71
H -2.09 -2.92 -0.88
H -3.76 -3.05 -1.49
H -2.29 -4.53 -2.81
H -1.19 -3.17 -3.15
H -3.66 -1.63 -5.22
H -2.00 -1.44 -4.59
H -3.50 0.07 -3.38
H -4.59 -1.27 -2.96
H 1.93 2.19 3.91
H 0.93 3.51 4.59
H 1.00 1.69 6.26
H 0.50 0.51 5.01
H -2.77 1.96 4.91
H -1.75 0.67 4.20
H -1.94 2.48 2.53
H -1.43 3.69 3.74
H 2.36 -0.33 -1.81
H 3.70 -1.40 -3.60
```

Computed properties:
E_LUMO   0.025 hartree
Highest occupied orbital energy   -8.04 eV
Structure (SMILES)   Clc1ccc(Nc2nc(NCCN3CCOCC3)nc(N3CCOCC3)n2)cc1
Electronic energy   -47174.4537 eV
HOMO-LUMO gap   8.7 eV
Charge   0

=====

[3]
C19H26CoF3N6O5S | wB97M-V/def2-TZVPD

```
61
Properties=species:S:1:pos:R:3
Co -0.42 0.33 -0.78
C 0.40 3.20 2.61
N 0.07 3.78 1.33
C 0.92 4.98 1.08
C -0.56 3.10 0.37
N -0.95 1.82 0.46
N -0.65 3.69 -0.85
C -0.61 3.12 -2.11
N -0.46 3.94 -3.17
N -0.61 1.81 -2.22
H 0.38 3.99 3.34
H 1.34 2.63 2.47
H -0.29 2.45 2.99
H 1.30 5.34 2.06
H 0.47 5.81 0.63
H 1.77 4.71 0.43
H -0.94 1.44 1.36
H -0.70 4.74 -0.82
H -0.54 4.97 -3.04
H -0.64 3.63 -4.13
H -0.49 1.51 -3.16
O -2.57 -0.25 -1.08
C -2.87 -1.35 -1.87
C -1.66 -1.83 -2.61
C -1.65 -2.76 -3.59
C -0.50 -3.28 -4.13
C 0.72 -2.61 -3.80
C 0.65 -1.62 -2.78
N -0.55 -1.25 -2.25
H -3.08 0.46 -1.42
H -3.74 -1.21 -2.46
H -3.29 -2.23 -1.24
H -2.59 -3.17 -3.83
H -0.53 -4.10 -4.70
H 1.72 -2.89 -4.22
H 1.50 -1.04 -2.52
C 1.14 -3.19 0.88
C 0.08 -2.30 1.45
O -0.36 -1.24 0.85
C -0.36 -2.66 2.80
C -1.19 -1.75 3.42
C -1.64 -1.93 4.69
C -1.26 -3.16 5.34
C -0.51 -4.11 4.67
C -0.11 -3.88 3.39
H 1.82 -2.83 0.12
H 0.67 -4.01 0.43
H 1.74 -3.59 1.64
H -1.43 -0.82 2.99
H -2.21 -1.08 5.10
H -1.53 -3.29 6.39
H -0.29 -5.04 5.20
H 0.59 -4.66 2.87
F 4.77 1.56 -1.80
C 3.62 0.83 -1.76
F 4.21 -0.41 -1.76
F 2.84 1.02 -2.82
S 2.47 1.18 -0.28
O 1.79 2.42 -0.52
O 1.51 0.11 -0.50
O 3.26 0.96 0.90
```

Computed properties:
Multiplicity   5
E_LUMO (alpha / beta)   -0.195 / -0.329 hartree
Highest occupied orbital energy (alpha / beta)   -14.36 / -14.35 eV
Electronic energy   -95902.3078 eV
Energy above the lowest of the compared OMol25 structures with the same formula, charge and spin   54.81 kcal per mole
HOMO-LUMO gap (alpha / beta)   9.0 / 5.4 eV
Charge   +2

=====

[4]
C19H26F3N3O2 | wB97M-V/def2-TZVPD

```
53
Properties=species:S:1:pos:R:3
C -2.26 0.54 3.87
O -0.95 0.71 3.38
C 0.11 0.42 4.21
C -0.05 -0.05 5.50
C 1.04 -0.38 6.29
C 2.32 -0.21 5.79
C 2.49 0.28 4.51
C 1.41 0.61 3.68
N 1.70 1.13 2.43
C 0.79 1.94 1.66
C 0.06 1.15 0.56
N 1.04 0.52 -0.31
C 0.51 -0.19 -1.48
C 1.58 -0.18 -2.58
C 1.07 -0.88 -3.83
C -0.23 -0.24 -4.31
N -1.19 -0.27 -3.24
C -2.35 -0.95 -3.18
O -3.06 -0.98 -2.20
C -2.78 -1.71 -4.45
C -3.19 -0.79 -5.59
F -2.99 0.51 -5.34
F -2.51 -1.06 -6.73
F -4.49 -0.92 -5.91
C -0.76 0.45 -2.05
C 1.87 -0.36 0.50
C 2.62 0.45 1.55
H -2.46 -0.50 4.14
H -2.92 0.83 3.05
H -2.46 1.19 4.74
H -1.04 -0.20 5.90
H 0.88 -0.76 7.29
H 3.18 -0.45 6.39
H 3.49 0.45 4.14
H 0.06 2.42 2.31
H 1.39 2.71 1.17
H -0.54 1.85 -0.01
H -0.61 0.41 1.03
H 0.26 -1.23 -1.22
H 1.82 0.86 -2.81
H 2.49 -0.67 -2.23
H 1.82 -0.82 -4.63
H 0.89 -1.94 -3.61
H -0.05 0.81 -4.57
H -0.60 -0.74 -5.20
H -1.99 -2.38 -4.80
H -3.65 -2.31 -4.17
H -0.56 1.49 -2.33
H -1.58 0.41 -1.34
H 2.60 -0.86 -0.14
H 1.26 -1.13 1.00
H 3.27 -0.21 2.13
H 3.24 1.20 1.05
```

Computed properties:
E_LUMO   0.027 hartree
Highest occupied orbital energy   -7.40 eV
Structure (SMILES)   COc1ccccc1N1CCN([C@@H]2CCCN(C(=O)CC(F)(F)F)C2)CC1
Electronic energy   -36843.1112 eV
Energy above the lowest of the compared OMol25 structures with the same formula, charge and spin   44.55 kcal per mole
HOMO-LUMO gap   8.1 eV
Charge   0

=====

[5]
C19H26F3N3O3PRuSSeSi | wB97M-V/def2-TZVPD

```
59
Properties=species:S:1:pos:R:3
Ru -0.08 0.21 -0.23
C -0.75 0.15 4.12
C 0.52 -0.06 4.60
C 1.57 -0.23 3.71
C 1.31 -0.17 2.35
N 0.06 0.04 1.90
C -0.95 0.19 2.75
C 2.36 -0.30 1.31
C 3.70 -0.51 1.62
C 4.63 -0.59 0.60
C 4.21 -0.46 -0.71
C 2.87 -0.26 -0.96
N 1.97 -0.19 0.03
H -1.59 0.29 4.79
H 0.71 -0.10 5.67
H 2.57 -0.39 4.08
H -1.92 0.37 2.31
H 4.01 -0.61 2.65
H 5.68 -0.76 0.83
H 4.91 -0.50 -1.54
H 2.49 -0.14 -1.96
C 1.37 -0.47 -5.32
Si 0.09 0.63 -4.53
C 0.69 2.36 -4.33
C -1.55 0.52 -5.40
Se -0.38 -0.66 -2.56
H 1.58 -0.10 -6.33
H 1.02 -1.50 -5.42
H 2.31 -0.48 -4.77
H 0.85 2.78 -5.33
H 1.62 2.41 -3.77
H -0.04 2.97 -3.80
H -1.46 0.98 -6.39
H -2.32 1.07 -4.85
H -1.88 -0.51 -5.53
S -4.75 0.91 -0.13
C -3.17 0.74 -0.15
N -2.00 0.58 -0.15
F 1.77 4.80 0.41
C 0.90 4.35 -0.50
F -0.25 5.02 -0.36
F 1.39 4.63 -1.71
C 0.65 2.84 -0.33
O 0.69 2.36 0.81
O 0.37 2.18 -1.36
C -2.99 -2.65 -0.26
P -1.32 -3.24 0.04
C -0.91 -4.32 -1.34
C -1.40 -4.28 1.50
O -0.30 -2.14 0.22
H -3.66 -3.49 -0.42
H -3.00 -2.01 -1.14
H -3.34 -2.07 0.60
H -1.62 -5.13 -1.42
H 0.09 -4.72 -1.19
H -0.91 -3.73 -2.26
H -2.15 -5.05 1.38
H -1.65 -3.66 2.36
H -0.42 -4.74 1.67
```

Computed properties:
Multiplicity   5
E_LUMO (alpha / beta)   -0.130 / -0.195 hartree
Highest occupied orbital energy (alpha / beta)   -11.08 / -10.85 eV
Electronic energy   -134818.3066 eV
Energy above the lowest of the compared OMol25 structures with the same formula, charge and spin   0.00 kcal per mole
HOMO-LUMO gap (alpha / beta)   7.5 / 5.6 eV
Charge   +1

=====

[6]
C19H26F3N3O4S | wB97M-V/def2-TZVPD

```
56
Properties=species:S:1:pos:R:3
C -3.06 -2.54 1.96
C -2.10 -3.32 1.06
C -1.18 -2.42 0.24
C -0.15 -1.69 1.10
C 0.82 -0.92 0.26
O 0.94 -1.01 -0.94
N 1.64 -0.07 0.98
C 2.45 0.85 0.25
N 1.75 2.08 -0.17
C 0.39 1.92 -0.48
S -0.18 1.79 -2.11
C -1.80 1.52 -1.55
C -1.88 1.50 -0.20
C -0.62 1.75 0.43
C -0.43 1.80 1.90
N 0.34 2.83 2.32
O -0.91 0.99 2.67
C -3.17 1.29 0.52
C -4.22 0.70 -0.42
C -4.26 1.49 -1.73
C -2.94 1.32 -2.49
C 3.06 0.15 -1.01
O 3.08 0.70 -2.07
O 3.64 -0.99 -0.68
C 4.26 -1.72 -1.75
C 5.65 -1.18 -2.05
C 3.61 1.30 1.15
F 4.46 2.12 0.51
F 4.34 0.29 1.62
F 3.17 1.98 2.22
H -2.51 -1.92 2.67
H -3.69 -1.88 1.36
H -3.70 -3.22 2.51
H -2.69 -3.94 0.38
H -1.50 -3.99 1.68
H -0.64 -3.03 -0.50
H -1.77 -1.69 -0.31
H 0.42 -2.41 1.70
H -0.64 -1.00 1.79
H 1.45 0.10 1.95
H 2.25 2.44 -0.99
H 0.82 3.42 1.67
H 0.58 2.89 3.30
H -3.01 0.64 1.38
H -3.52 2.25 0.91
H -5.20 0.72 0.06
H -3.97 -0.34 -0.64
H -5.09 1.15 -2.35
H -4.41 2.55 -1.50
H -2.88 2.02 -3.32
H -2.89 0.31 -2.91
H 4.29 -2.75 -1.39
H 3.61 -1.65 -2.63
H 6.26 -1.20 -1.15
H 5.58 -0.16 -2.42
H 6.12 -1.80 -2.81
```

Computed properties:
E_LUMO   0.027 hartree
Highest occupied orbital energy   -8.21 eV
Structure (SMILES)   CCCCC(=O)N[C@](Nc1sc2c(c1C(N)=O)CCCC2)(C(=O)OCC)C(F)(F)F
Electronic energy   -51775.8310 eV
Energy above the lowest of the compared OMol25 structures with the same formula, charge and spin   0.00 kcal per mole
HOMO-LUMO gap   8.9 eV
Charge   0

=====

[7]
C19H26FNO2 | wB97M-V/def2-TZVPD

```
49
Properties=species:S:1:pos:R:3
C 0.36 1.02 -3.70
C 1.08 -0.15 -3.05
O 0.76 -0.25 -1.66
C 1.46 0.51 -0.82
O 2.33 1.26 -1.16
C 1.07 0.25 0.64
C 2.08 -0.79 1.18
C 2.15 -2.04 0.35
C 1.40 -3.16 0.66
C 1.43 -4.29 -0.14
C 2.22 -4.32 -1.27
C 2.99 -3.21 -1.57
F 3.77 -3.22 -2.66
C 2.97 -2.07 -0.77
C -0.38 -0.24 0.75
C -0.99 0.21 2.08
N -1.08 1.66 2.19
C -2.41 2.22 2.03
C -3.09 1.99 0.70
C -4.03 0.84 0.50
C -4.56 2.24 0.57
C -0.05 2.36 1.44
C 1.24 1.56 1.44
H -0.71 0.93 -3.57
H 0.58 1.03 -4.77
H 0.70 1.96 -3.26
H 0.77 -1.10 -3.48
H 2.17 -0.03 -3.16
H 1.78 -1.05 2.20
H 3.06 -0.32 1.21
H 0.78 -3.16 1.55
H 0.83 -5.15 0.12
H 2.26 -5.18 -1.92
H 3.59 -1.23 -1.04
H -0.98 0.17 -0.06
H -0.42 -1.33 0.66
H -0.37 -0.16 2.91
H -1.98 -0.22 2.20
H -3.03 1.81 2.83
H -2.31 3.30 2.21
H -2.48 2.27 -0.16
H -4.04 0.32 -0.45
H -4.23 0.19 1.34
H -4.93 2.69 -0.33
H -5.10 2.53 1.46
H 0.11 3.33 1.92
H -0.35 2.56 0.40
H 1.52 1.34 2.47
H 2.04 2.15 0.99
```

Computed properties:
E_LUMO   0.028 hartree
Highest occupied orbital energy   -8.12 eV
Structure (SMILES)   CCOC(=O)C1(Cc2cccc(F)c2)CCN(CC2CC2)CC1
Electronic energy   -28427.2487 eV
HOMO-LUMO gap   8.9 eV
Charge   0

=====

[8]
C19H26IN4OSc | wB97M-V/def2-TZVPD

```
52
Properties=species:S:1:pos:R:3
C -0.99 -0.51 -2.48
I 4.55 1.05 0.14
H -0.69 0.16 -3.30
H -1.86 -0.07 -2.00
H -1.29 -1.48 -2.89
C -1.33 -3.02 1.04
C -0.05 -2.94 1.43
N 0.58 -2.05 0.59
C -0.32 -1.50 -0.28
N -1.47 -2.19 -0.07
H -2.15 -3.60 1.43
H 0.49 -3.40 2.24
C 0.28 2.65 0.15
C 0.39 0.76 -1.00
N -0.38 1.48 -0.16
H 2.16 3.46 -0.71
N 1.39 1.58 -1.41
H -0.16 3.39 0.80
Sc 2.24 0.71 0.48
C 0.07 -0.65 -1.55
O 1.22 -1.20 -1.96
C 1.43 2.69 -0.55
C 2.16 1.46 -2.64
H 2.78 2.35 -2.73
H 1.48 1.40 -3.50
H 2.78 0.56 -2.59
C -1.74 1.18 0.25
H -2.16 2.08 0.71
H -1.73 0.38 1.00
H -2.36 0.87 -0.61
C -2.81 -2.01 -0.62
H -3.35 -2.94 -0.42
H -2.81 -1.85 -1.70
H -3.35 -1.19 -0.13
C 1.99 -1.73 0.80
H 2.07 -1.02 1.67
H 2.43 -1.39 -0.15
H 2.54 -2.62 1.13
C 2.10 1.35 2.60
C 0.85 0.91 3.22
C -0.30 1.74 3.24
C -1.53 1.23 3.60
C -1.66 -0.10 4.01
C -0.52 -0.92 4.06
C 0.72 -0.41 3.73
H 2.17 2.44 2.42
H 3.01 0.92 3.04
H -0.19 2.79 2.94
H -2.42 1.88 3.59
H -2.63 -0.50 4.30
H -0.61 -1.96 4.38
H 1.62 -1.03 3.81
```

Computed properties:
E_LUMO (alpha / beta)   0.147 / 0.147 hartree
Highest occupied orbital energy (alpha / beta)   2.64 / 2.64 eV
Electronic energy   -56925.5224 eV
Energy above the lowest of the compared OMol25 structures with the same formula, charge and spin   0.00 kcal per mole
HOMO-LUMO gap (alpha / beta)   1.4 / 1.4 eV
Charge   -2